[1]
Here is one molecule with the formula CH6N4 from the OMol25 dataset. Energies are from ωB97M-V with the def2-TZVPD basis set.

Geometry as XYZ:
```
11
Properties=species:S:1:pos:R:3:forces:R:3:nbo_charge:R:1
H -2.520 0.008 -0.162 0.01 0.58 -0.07 0.35
N -1.746 -0.624 -0.090 2.26 -0.84 0.45 -0.74
C -0.571 -0.137 0.069 -1.22 2.78 -0.69 0.56
N -0.247 1.347 -0.064 -6.85 -2.24 -0.83 -0.84
N 0.610 -0.855 0.270 -0.90 -1.86 -5.15 -0.46
N 1.756 -0.083 -0.212 2.88 -1.46 5.89 -0.72
H 0.227 1.593 0.729 1.94 0.96 2.51 0.35
H -1.300 1.640 0.182 3.01 0.20 -0.95 0.35
H 0.445 -1.706 -0.488 0.83 2.19 2.80 0.38
H 2.189 0.099 0.884 -0.81 0.23 -4.92 0.37
H 1.773 0.693 -0.890 -1.15 -0.52 0.96 0.40
```
Positions in Å, forces in eV/Å.

DFT total energy = -260.6121 Ha
Structure (SMILES) = [H]/N=C(\N)NN
Total charge = 0
Orbital gap = 10.3 eV
Multiplicity = 1
HOMO level = -9.53 eV
ΔE to the lowest compared entry with this formula, charge and spin = 2.4408 eV

[2]
Here is a 2-piece molecular cluster, CH6N4 overall from the OMol25 dataset. Energies are from ωB97M-V with the def2-TZVPD basis set.

Geometry as XYZ:
```
11
Properties=species:S:1:pos:R:3:forces:R:3:nbo_charge:R:1
H -1.063 -1.988 0.577 0.32 0.14 0.21 0.30
N -0.114 -1.786 0.210 0.74 -0.19 0.05 -0.33
N 0.628 -1.479 1.153 -0.60 -0.23 0.12 -0.30
H 1.580 -1.276 0.803 -0.32 -0.09 -0.23 0.31
H 1.652 1.021 -0.509 -0.17 -0.04 -0.10 0.32
N 1.085 1.435 0.230 0.98 0.23 0.30 -0.72
C -0.154 1.272 0.083 -0.51 -0.06 -0.25 0.29
N -0.794 0.623 -0.930 -0.09 0.20 -0.35 -0.82
H -0.812 1.703 0.829 -0.20 0.00 0.08 0.16
H -0.244 0.092 -1.587 -0.12 -0.03 0.13 0.39
H -1.766 0.384 -0.858 -0.02 0.07 0.04 0.39
```
Positions in Å, forces in eV/Å.

DFT total energy = -260.6546 Ha
Structure (SMILES) = [H]/N=N/[H].[H]/N=C\N
Total charge = 0
Orbital gap = 10.2 eV
Multiplicity = 1
HOMO level = -9.22 eV
ΔE to the lowest compared entry with this formula, charge and spin = 1.2840 eV

The highest DFT total energy belongs to which entry? number 1